This record from OMol25 describes 2 unconnected molecules or ions with the total composition C6H16N2O2. The level of theory is the ωB97M-V functional and the def2-TZVPD basis.

Structure (SMILES): C[C@](N)(O)C=O.CCCN
F_max: 0.73 eV Å⁻¹
Energy: -498.18723 hartree
Spin multiplicity: 1
HOMO level: -8.81 eV
Orbital gap: 0.3518 Ha

Atoms and positions in Å:
C1 -1.22604 0.23267 2.33536
C2 -0.77946 -0.91246 1.42859
N1 -1.23872 -2.23825 1.81903
O1 0.62917 -0.94315 1.41085
C3 -1.29188 -0.71192 -0.00310
O2 -2.01258 0.17094 -0.36720
H1 -2.31055 0.30643 2.33319
H2 -0.80607 1.16456 1.96558
H3 -0.86775 0.06075 3.34796
H4 -2.24372 -2.32895 1.71155
H5 -1.01467 -2.40362 2.79685
H6 0.90725 -1.83754 1.17813
H7 -0.92478 -1.49650 -0.69501
C4 1.86526 -0.60180 -1.90612
C5 0.97667 0.62650 -2.06325
C6 0.99575 1.51602 -0.80807
N2 -0.06053 2.51034 -0.74176
H8 1.54226 -1.20430 -1.06199
H9 1.84353 -1.20710 -2.80259
H10 2.90143 -0.29681 -1.73373
H11 1.31014 1.20876 -2.92442
H12 -0.05147 0.31297 -2.25919
H13 1.95214 2.04681 -0.75307
H14 0.91824 0.88944 0.08129
H15 -0.04668 3.08738 -1.57789
H16 -0.96691 2.04882 -0.71100

Forces on atoms 1 to 2 (eV/Å):
0.29 -0.26 -0.32
-0.51 0.09 0.51


This record from OMol25 describes 15 unconnected molecules or ions with the total composition C44H112F6NO46S16 in a non-equilibrium geometry. The level of theory is the ωB97M-V functional and the def2-TZVPD basis.

F_max: 4.52 eV Å⁻¹
Energy: -12229.23263 hartree
Spin multiplicity: 1
HOMO level: -7.31 eV
Orbital gap: 0.3083 Ha
Total charge: -1

Atoms and positions in Å:
C1 19.57606 9.91357 23.40119
F1 19.73953 8.56620 23.54155
F2 18.27255 10.23261 23.65146
F3 20.37571 10.51562 24.27137
S1 20.16215 10.44096 21.62602
O1 19.49972 11.71638 21.37684
O2 21.64940 10.43655 21.66211
N1 19.50357 9.07870 20.71897
S2 20.26939 9.12224 19.39487
O3 20.37186 10.43130 18.77469
O4 21.55432 8.39980 19.52561
C2 19.10056 8.02738 18.17390
F4 17.79181 8.36501 18.34544
F5 19.40575 8.28217 16.88965
F6 19.27940 6.74067 18.40477
O5 15.72302 16.93763 20.29095
S3 17.06318 16.53045 19.85227
O6 17.74323 17.22543 18.75570
O7 18.10410 16.35683 21.16527
C3 17.48800 16.01622 22.44528
C4 18.54165 15.78837 23.50529
C5 16.90009 14.69695 19.34431
H1 16.98995 15.06839 22.24112
H2 16.68662 16.67590 22.77802
H3 19.40337 15.35389 22.99858
H4 18.23219 15.02448 24.21860
H5 18.76651 16.77029 23.92166
H6 16.61238 14.18935 20.26500
H7 17.87616 14.36958 18.98625
H8 16.17292 14.64598 18.53392
O8 18.95159 2.82606 21.42807
S4 18.91965 3.61943 22.64403
O9 18.43460 2.97653 23.83400
O10 20.42445 4.14583 22.91289
C6 21.12542 4.79989 21.86391
C7 22.57086 4.28762 21.90268
C8 18.03766 5.25700 22.42582
H9 20.99418 5.86648 22.04633
H10 20.70215 4.61112 20.87734
H11 22.58117 3.19961 21.96782
H12 23.06060 4.78786 22.73816
H13 23.07056 4.53996 20.96742
H14 16.96145 5.14638 22.55862
H15 18.34776 5.56100 21.42606
H16 18.44475 5.97612 23.13662
O11 27.04337 14.74181 17.06675
S5 26.41938 14.29103 18.34097
O12 27.16990 14.29836 19.60111
O13 24.94735 15.12257 18.50078
C9 23.82904 14.51787 19.16132
C10 22.75832 15.60069 19.29660
C11 25.89636 12.58644 18.03520
H17 24.06407 14.24651 20.19051
H18 23.40207 13.63521 18.68519
H19 21.82027 15.10078 19.53798
H20 22.52116 16.08280 18.34822
H21 22.80898 16.40210 20.03368
H22 25.28293 12.37945 18.91211
H23 26.66992 11.82185 18.10661
H24 25.30236 12.38996 17.14264
O14 23.90397 1.08334 16.82271
S6 22.88233 0.29064 17.50576
O15 22.39047 -1.01593 17.05396
O16 23.36443 0.10433 19.08208
C12 22.48956 -0.55077 19.94789
C13 23.25491 -1.13581 21.16024
C14 21.35716 1.36376 17.70160
H25 21.92121 -1.39907 19.56648
H26 21.80330 0.13006 20.45151
H27 22.76889 -1.86692 21.80629
H28 23.70442 -0.35004 21.76737
H29 24.03919 -1.77067 20.74801
H30 20.93019 1.50326 16.70845
H31 21.75725 2.28684 18.12106
H32 20.69456 0.86441 18.40850
O17 15.75401 -2.44547 17.94716
S7 16.98932 -1.90026 18.46190
O18 18.30960 -2.48608 18.15587
O19 17.08385 -0.26512 18.15786
C15 15.95521 0.53084 18.43706
C16 16.16295 1.90499 17.79848
C17 17.03875 -1.70324 20.31405
H33 15.68423 0.76500 19.46655
H34 15.22429 -0.09348 17.92318
H35 16.64942 1.79637 16.82913
H36 16.76943 2.59093 18.38989
H37 15.17645 2.35033 17.66970
H38 16.08152 -1.28643 20.62722
H39 17.90275 -1.06133 20.48599
H40 17.16628 -2.70428 20.72606
O20 24.53362 11.22714 29.80896
S8 25.34044 10.03819 29.98151
O21 25.72838 9.45163 31.27521
O22 24.65845 8.78432 29.14617
C18 23.91426 9.00553 27.96829
C19 24.21659 7.87268 27.06038
C20 26.96737 10.11190 29.00500
H41 23.99872 9.97777 27.48279
H42 22.86788 9.05714 28.26916
H43 25.21045 8.01147 26.63487
H44 23.61009 7.75900 26.16186
H45 24.07931 6.91349 27.55959
H46 27.74649 10.64327 29.55156
H47 26.66077 10.59380 28.07663
H48 27.21979 9.05821 28.88621
O23 27.27227 8.38497 21.92560
S9 28.07445 9.47263 22.45821
O24 28.92329 9.32753 23.62488
O25 29.12022 10.08808 21.28790
C21 30.07123 11.07689 21.61898
C22 30.88482 11.21843 20.35546
C23 27.00670 10.90293 22.62878
H49 30.74561 10.57271 22.31116
H50 29.74198 11.97614 22.13961
H51 30.29110 11.83981 19.68503
H52 31.14830 10.26943 19.88847
H53 31.82939 11.74304 20.49922
H54 26.15718 10.56143 23.22021
H55 26.63931 11.18068 21.64086
H56 27.56377 11.67954 23.15285
O26 18.82257 16.45368 29.24232
S10 19.73312 15.83218 30.21364
O27 21.07764 16.26240 30.50952
O28 18.98074 15.76962 31.71056
C24 17.54544 15.93924 31.68920
C25 17.01820 16.01002 33.17570
C26 19.82685 13.94926 29.84980
H57 17.13042 15.00846 31.30255
H58 17.14325 16.79053 31.13998
H59 15.98235 16.33270 33.07084
H60 17.41879 16.89778 33.66509
H61 17.21111 15.10703 33.75491
H62 20.30666 13.46501 30.70032
H63 20.31152 13.76475 28.89108
H64 18.81214 13.55261 29.81607
O29 21.80316 10.84043 10.11151
S11 22.66100 9.85901 10.78396
O30 23.42462 8.90862 9.99201
O31 23.77108 10.73771 11.73933
C27 23.40169 11.76881 12.63462
C28 24.57212 12.60028 13.04150
C29 21.51202 8.95272 12.00013
H65 22.91512 11.31037 13.49554
H66 22.60784 12.40780 12.24784
H67 24.36621 13.18254 13.93965
H68 24.70287 13.31392 12.22804
H69 25.51574 12.06347 13.13907
H70 21.02583 9.72580 12.59516
H71 22.04622 8.35192 12.73618
H72 20.89245 8.34188 11.34354
O32 17.65840 5.48865 31.59879
S12 18.28950 4.82138 30.46444
O33 19.71946 4.85530 30.16417
O34 17.87349 3.15074 30.42090
C30 16.58021 2.75598 30.80406
C31 16.65872 1.25945 30.92560
C32 17.42311 5.35132 28.87435
H73 15.97003 2.89944 29.91232
H74 16.33118 3.28590 31.72345
H75 16.86783 0.75084 29.98449
H76 15.67155 0.83792 31.11511
H77 17.29583 0.90457 31.73569
H78 16.38523 5.59752 29.09860
H79 17.63015 4.53295 28.18478
H80 17.88396 6.27868 28.53417
O35 24.27734 8.15240 15.69598
S13 24.85307 6.80125 15.57652
O36 24.00016 5.66865 15.35383
O37 26.01599 6.88840 14.40430
C33 26.85525 5.74229 14.07376
C34 27.29791 6.07115 12.61558
C35 26.05004 6.53494 17.00826
H81 26.24219 4.84142 14.10016
H82 27.78798 5.55445 14.60557
H83 26.61544 6.71695 12.06305
H84 27.27445 5.12767 12.07025
H85 28.32346 6.42538 12.51131
H86 26.19529 5.45478 16.99234
H87 25.55771 6.83285 17.93398
H88 26.90713 7.10255 16.64589
O38 8.87944 8.67418 12.67235
S14 10.18679 8.16423 12.27012
O39 10.87917 8.84041 11.17283
O40 11.24984 7.99270 13.51853
C36 10.76519 7.61540 14.81675
C37 11.72316 8.00271 16.04111
C38 9.85808 6.37503 11.80023
H89 10.58218 6.54561 14.91764
H90 9.83177 8.16174 14.95218
H91 12.63792 7.41422 15.97036
H92 11.13214 7.82348 16.93926
H93 12.01326 9.05185 16.09807
H94 10.76695 5.81203 11.58796
H95 9.20250 6.47743 10.93546
H96 9.25865 5.82695 12.52713
O41 13.68250 7.29664 20.92847
S15 13.22563 8.51647 21.57623
O42 11.84473 9.01925 21.50252
O43 13.70796 8.42797 23.15756
C39 13.08654 9.30793 24.11047
C40 13.12850 8.73308 25.56783
C41 14.40483 9.88946 21.15013
H97 12.09120 9.54575 23.73519
H98 13.67458 10.22442 24.06188
H99 14.14844 8.70123 25.95101
H100 12.66544 7.75415 25.69178
H101 12.55481 9.43391 26.17432
H102 14.15509 10.71892 21.81174
H103 14.27283 10.14904 20.09975
H104 15.36968 9.43301 21.37112
O44 25.16817 15.93303 24.01471
S16 25.02425 15.29561 25.32227
O45 24.22822 14.10598 25.46736
O46 26.53828 14.93395 25.86206
C42 27.52838 15.95431 25.75324
C43 28.87233 15.25148 25.92217
C44 24.43451 16.51896 26.56125
H105 27.39310 16.74159 26.49485
H106 27.39620 16.49073 24.81363
H107 28.96189 14.69412 26.85460
H108 29.66425 15.99507 26.01185
H109 28.91622 14.51933 25.11587
H110 23.43434 16.86409 26.29925
H111 25.05154 17.41699 26.53114
H112 24.71407 16.03973 27.49949

Forces on atoms 1 to 2 (eV/Å):
0.01 -0.86 -1.06
-0.41 1.18 0.08


This record from OMol25 describes 2 unconnected molecules or ions with the total composition C3H4O in a non-equilibrium geometry. The level of theory is the ωB97M-V functional and the def2-TZVPD basis.

F_max: 3.41 eV Å⁻¹
Energy: -191.89407 hartree
Spin multiplicity: 1
HOMO level: -10.25 eV
Orbital gap: 0.4227 Ha

Atoms and positions in Å:
C1 2.83004 -0.49724 -0.22453
C2 -0.72221 0.59342 -0.16386
C3 -0.95288 -0.64929 0.20266
O1 2.25914 0.32205 0.28875
H1 0.02099 1.25126 0.17789
H2 -1.31754 1.18437 -0.96214
H3 -1.71732 -1.17364 -0.30090
H4 -0.40022 -1.03094 0.98212

Forces on atoms 1 to 2 (eV/Å):
0.11 -0.16 -0.10
-1.80 1.67 -2.37